(1)
Computed, not measured: a cluster of 6 separate species, C28H46BNO20 in total at a distorted geometry, with ωB97M-V/def2-TZVPD.

Element x y z (Å)
C (-4.716, -1.116, 5.348)
B (-3.461, -1.830, 4.541)
O (-2.190, -2.094, 5.302)
N (-3.498, -2.279, 3.091)
C (-2.806, -1.311, 2.157)
O (-3.413, -0.246, 1.601)
O (-1.375, -1.559, 1.779)
C (-0.587, -0.507, 2.465)
C (1.038, -0.734, 2.413)
C (1.595, -1.907, 3.411)
C (1.914, -1.377, 4.961)
O (2.114, 0.074, 5.058)
C (1.049, 0.755, 5.800)
C (1.461, 2.218, 6.495)
O (-0.219, 0.370, 5.942)
H (-5.569, -1.889, 5.567)
H (-4.294, -0.767, 6.400)
H (-5.107, -0.125, 4.822)
H (-2.266, -1.587, 6.163)
H (-4.472, -2.518, 2.778)
H (-0.829, 0.587, 2.083)
H (-0.902, -0.548, 3.598)
H (1.281, -1.101, 1.303)
H (1.559, 0.308, 2.521)
H (0.912, -2.863, 3.471)
H (2.629, -2.275, 2.951)
H (1.155, -1.833, 5.726)
H (2.969, -1.871, 5.226)
H (2.464, 2.174, 7.098)
H (1.443, 3.082, 5.671)
H (0.597, 2.482, 7.259)
C (-6.679, -3.076, -1.385)
C (-5.897, -3.808, -0.314)
C (-6.418, -5.183, -0.024)
O (-6.030, -5.381, 1.323)
C (-5.961, -4.139, 1.892)
O (-5.851, -3.933, 3.088)
O (-6.035, -3.159, 0.941)
H (-6.287, -2.062, -1.515)
H (-6.623, -3.600, -2.344)
H (-7.732, -2.969, -1.102)
H (-4.830, -3.826, -0.569)
H (-5.971, -5.942, -0.671)
H (-7.510, -5.259, -0.085)
C (-0.785, -0.144, -1.070)
C (0.135, -0.086, -2.272)
C (1.132, 1.032, -2.210)
O (1.384, 1.294, -3.579)
C (0.255, 0.925, -4.257)
O (0.034, 1.192, -5.425)
O (-0.594, 0.222, -3.449)
H (-1.523, -0.944, -1.195)
H (-0.223, -0.326, -0.149)
H (-1.351, 0.787, -0.960)
H (0.626, -1.056, -2.421)
H (2.052, 0.742, -1.696)
H (0.738, 1.945, -1.749)
C (7.075, 1.744, 2.400)
C (5.811, 1.304, 1.690)
C (4.568, 1.946, 2.226)
O (3.573, 0.983, 1.929)
C (4.204, -0.229, 1.901)
O (3.632, -1.304, 1.873)
O (5.563, -0.075, 1.914)
H (7.941, 1.204, 2.002)
H (7.245, 2.817, 2.278)
H (7.028, 1.512, 3.469)
H (5.911, 1.459, 0.608)
H (4.345, 2.897, 1.735)
H (4.588, 2.100, 3.311)
C (3.578, -0.609, -8.200)
C (2.724, -1.706, -7.599)
C (1.818, -1.229, -6.505)
O (1.653, -2.392, -5.714)
C (2.779, -3.145, -5.895)
O (3.077, -4.115, -5.220)
O (3.531, -2.662, -6.931)
H (4.255, -1.025, -8.954)
H (2.961, 0.162, -8.671)
H (4.211, -0.140, -7.439)
H (2.165, -2.226, -8.387)
H (0.854, -0.879, -6.885)
H (2.261, -0.445, -5.881)
C (-0.838, 6.419, -4.161)
C (-0.055, 5.687, -3.090)
C (-0.577, 4.312, -2.800)
O (-0.188, 4.114, -1.453)
C (-0.119, 5.356, -0.885)
O (-0.010, 5.562, 0.312)
O (-0.194, 6.335, -1.835)
H (-0.446, 7.433, -4.291)
H (-0.782, 5.895, -5.120)
H (-1.890, 6.526, -3.878)
H (1.011, 5.669, -3.345)
H (-0.129, 3.552, -3.447)
H (-1.668, 4.236, -2.861)

The spin multiplicity is 1. Its LUMO energy is 0.267 eV. Its SMILES is CB(O)NC(=O)OCCCCOC(C)=O.C[C@@H]1COC(=O)O1.C[C@@H]1COC(=O)O1.C[C@@H]1COC(=O)O1.C[C@@H]1COC(=O)O1.C[C@@H]1COC(=O)O1. The net charge is 0. The total energy is -72896.1769 eV.

(2)
Computed, not measured: the molecule C6H10N2O2S2 at a distorted geometry, with ωB97M-V/def2-TZVPD.

Element x y z (Å)
C (-1.964, -0.748, 0.234)
C (-2.084, 0.740, -0.152)
C (-0.806, -1.499, -0.229)
C (-0.700, 1.456, 0.237)
C (0.404, -0.763, 0.278)
C (0.492, 0.609, -0.292)
N (3.306, -0.753, 0.953)
N (1.718, 1.291, 0.174)
O (2.557, -0.797, -1.302)
O (4.173, 1.354, -0.188)
S (2.180, -1.536, 0.045)
S (3.035, 0.606, 0.048)
H (-1.952, -0.867, 1.296)
H (-3.041, -1.165, 0.040)
H (-2.357, 0.761, -1.253)
H (-2.777, 1.279, 0.477)
H (-0.772, -2.520, -0.044)
H (-0.693, -1.419, -1.402)
H (-0.878, 2.480, -0.149)
H (-0.469, 1.798, 1.249)
H (0.254, -0.753, 1.354)
H (0.375, 0.446, -1.374)

The spin multiplicity is 1. Its LUMO energy is 0.278 eV. The net charge is 0. The total energy is -35124.4633 eV.

(3)
Computed, not measured: a cluster of 2 separate species, C11H15N in total at a distorted geometry, with ωB97M-V/def2-TZVPD.

Element x y z (Å)
C (-3.714, -0.231, 0.359)
C (1.170, 1.003, 1.637)
C (-3.131, 0.729, -0.152)
C (-0.133, -1.204, -0.660)
C (0.681, -0.404, 0.000)
C (1.745, -0.299, 1.120)
C (1.546, 0.811, 0.176)
C (-2.417, 1.757, -0.786)
C (-0.802, -2.493, -0.765)
C (2.555, -1.483, 1.484)
C (2.246, 1.701, -0.805)
N (-4.440, -1.222, 0.726)
H (0.191, 1.133, 2.002)
H (1.955, 1.523, 2.313)
H (-2.636, 1.796, -1.841)
H (-1.264, 1.618, -0.805)
H (-2.614, 2.713, -0.328)
H (-1.679, -2.532, -1.409)
H (-1.191, -2.936, 0.220)
H (0.005, -3.154, -1.110)
H (3.596, -1.356, 1.381)
H (2.078, -2.385, 0.930)
H (2.390, -1.817, 2.634)
H (2.342, 2.758, -0.282)
H (1.632, 1.663, -1.756)
H (3.111, 1.273, -1.239)
H (-4.026, -2.205, 0.764)

The spin multiplicity is 1. Its LUMO energy (spin up / spin down) is 0.246 / -0.805 eV. The net charge is 0. The total energy is -13130.6766 eV.

(4)
Computed, not measured: the molecule C8H10NO2P at a distorted geometry, with ωB97M-V/def2-TZVPD.

Element x y z (Å)
C (-0.642, -0.035, -2.387)
C (-0.751, 1.064, -1.624)
C (-1.037, -1.274, -1.853)
C (-1.009, 1.058, -0.184)
C (-1.549, -1.403, -0.583)
C (-1.921, -0.123, 0.094)
C (0.212, -0.125, 2.633)
C (1.025, 0.762, 2.078)
N (1.718, -0.202, -0.408)
O (1.478, 2.355, -0.194)
O (-2.971, -0.132, 0.757)
P (0.973, 1.075, 0.287)
H (-0.426, 0.052, -3.396)
H (-0.372, 2.051, -1.982)
H (-0.733, -2.197, -2.352)
H (-1.424, 1.973, 0.370)
H (-1.935, -2.419, -0.267)
H (0.217, -0.283, 3.738)
H (-0.700, -0.333, 2.254)
H (2.031, 0.922, 2.467)
H (1.638, -1.077, 0.189)
H (2.705, -0.090, -0.572)

The spin multiplicity is 3. Its LUMO energy (spin up / spin down) is 0.445 / -2.651 eV. The net charge is 0. The total energy is -23327.7599 eV.

(5)
Computed, not measured: a structure of composition C23H41GaNO2P2 at a distorted geometry, with ωB97M-V/def2-TZVPD.

Element x y z (Å)
Ga (3.532, 2.067, -4.677)
C (-1.675, -0.818, 1.503)
C (-1.279, -1.866, 0.625)
C (0.602, -1.089, 1.706)
C (-0.507, -0.316, 2.139)
C (0.128, -2.041, 0.760)
C (-3.064, -0.417, 1.788)
H (-3.676, -0.410, 0.883)
H (-3.113, 0.574, 2.245)
H (-3.540, -1.122, 2.488)
C (-0.436, 0.728, 3.185)
H (-1.395, 1.247, 3.295)
H (0.338, 1.467, 2.925)
H (-0.171, 0.314, 4.174)
C (1.955, -1.007, 2.300)
H (1.934, -1.297, 3.364)
H (2.331, 0.027, 2.261)
H (2.664, -1.688, 1.808)
C (0.899, -3.133, 0.135)
H (0.704, -4.107, 0.616)
H (1.977, -2.944, 0.203)
H (0.623, -3.239, -0.922)
C (-2.158, -2.699, -0.210)
H (-2.108, -3.755, 0.098)
H (-1.861, -2.655, -1.269)
H (-3.203, -2.373, -0.137)
C (-1.232, 1.619, -1.366)
C (-2.482, 1.138, -1.302)
C (-3.180, 0.298, -2.286)
C (-2.307, -0.272, -3.450)
C (-1.163, -1.173, -3.085)
C (0.046, -0.910, -2.568)
C (0.657, 0.417, -2.300)
C (-0.266, 1.612, -2.500)
H (-3.988, 0.879, -2.772)
H (-2.003, 0.540, -4.130)
H (-3.685, -0.531, -1.741)
H (-0.709, 1.577, -3.494)
H (-0.820, 2.151, -0.502)
H (-3.048, 1.412, -0.418)
H (0.357, 2.517, -2.475)
H (1.077, 0.417, -1.273)
H (0.723, -1.753, -2.402)
H (1.562, 0.531, -2.918)
H (-2.999, -0.890, -4.035)
H (-1.342, -2.216, -3.360)
P (0.484, 1.996, -5.655)
C (-0.038, 3.645, -6.273)
C (-0.787, 1.083, -6.676)
P (2.848, 0.357, -5.986)
C (1.892, 1.690, -6.851)
C (1.957, -1.101, -6.732)
C (4.335, 0.267, -7.053)
H (0.710, 4.396, -5.991)
H (-1.011, 3.888, -5.826)
H (-0.133, 3.599, -7.366)
H (-0.718, 1.449, -7.712)
H (-1.795, 1.305, -6.287)
H (-0.631, -0.005, -6.680)
H (3.999, 0.479, -8.072)
H (4.741, -0.751, -6.979)
H (5.103, 0.988, -6.740)
H (2.465, 2.633, -6.876)
H (1.608, 1.399, -7.870)
H (2.638, -1.966, -6.731)
H (1.727, -0.834, -7.777)
H (1.031, -1.359, -6.194)
O (3.363, 1.688, -1.016)
N (3.163, 1.909, -2.174)
O (4.361, 1.988, -2.933)

The spin multiplicity is 1. Its LUMO energy (spin up / spin down) is -4.202 / -6.602 eV. The net charge is +1. The total energy is -101041.5585 eV.

(6)
Computed, not measured: a cluster of 14 separate species, C42H77N7O7S7 in total at a distorted geometry, with ωB97M-V/def2-TZVPD.

Element x y z (Å)
C (2.199, -3.561, 2.730)
S (3.144, -2.175, 3.574)
O (2.378, -2.152, 4.911)
C (4.644, -3.175, 3.794)
H (2.845, -3.868, 1.907)
H (1.214, -3.204, 2.431)
H (2.172, -4.488, 3.303)
H (4.259, -4.078, 4.269)
H (5.235, -2.515, 4.428)
H (5.219, -3.251, 2.871)
C (-0.227, 6.074, 4.126)
S (-1.909, 5.557, 4.660)
O (-2.966, 5.827, 3.603)
C (-1.519, 3.754, 4.583)
H (-0.205, 5.848, 3.061)
H (0.575, 5.743, 4.786)
H (-0.309, 7.125, 4.403)
H (-1.526, 3.273, 3.605)
H (-2.236, 3.086, 5.061)
H (-0.530, 3.626, 5.023)
C (0.099, -9.206, 3.363)
S (0.803, -7.554, 3.834)
O (2.059, -7.408, 3.029)
C (-0.425, -6.541, 2.955)
H (0.635, -9.933, 2.754)
H (-0.824, -9.065, 2.799)
H (-0.149, -9.669, 4.318)
H (-0.708, -5.766, 3.668)
H (-1.357, -7.044, 2.700)
H (-0.079, -5.961, 2.099)
C (-2.938, 6.254, 0.023)
S (-4.043, 4.914, -0.463)
O (-3.402, 3.896, -1.371)
C (-4.023, 4.090, 1.139)
H (-3.518, 6.944, 0.636)
H (-2.399, 6.698, -0.813)
H (-2.178, 5.864, 0.700)
H (-4.318, 3.060, 1.338)
H (-4.735, 4.639, 1.755)
H (-2.994, 4.296, 1.437)
C (1.106, 1.512, -0.093)
S (-0.374, 0.646, 0.447)
O (-1.361, 0.835, -0.699)
C (0.351, -1.087, 0.519)
H (1.816, 1.292, 0.705)
H (1.210, 2.597, -0.070)
H (1.438, 1.222, -1.090)
H (1.039, -1.107, 1.364)
H (1.038, -1.296, -0.301)
H (-0.403, -1.843, 0.738)
C (-4.086, 3.327, -4.424)
S (-3.333, 1.730, -4.941)
O (-3.176, 1.496, -6.488)
C (-1.610, 1.820, -4.239)
H (-3.353, 4.117, -4.582)
H (-4.448, 3.297, -3.396)
H (-4.932, 3.401, -5.108)
H (-1.372, 1.735, -3.179)
H (-1.107, 2.715, -4.606)
H (-1.062, 1.014, -4.725)
C (-4.616, 1.000, -0.599)
S (-5.078, -0.335, 0.708)
O (-5.090, 0.452, 2.054)
C (-6.866, -0.583, 0.264)
H (-3.555, 1.073, -0.835)
H (-5.205, 1.910, -0.486)
H (-5.115, 0.486, -1.421)
H (-6.926, -1.260, -0.588)
H (-7.348, 0.371, 0.051)
H (-7.352, -1.075, 1.107)
N (2.908, 0.374, -3.995)
C (4.047, 0.598, -3.190)
C (4.269, 1.917, -3.041)
C (3.351, 2.590, -3.812)
C (2.691, 1.613, -4.544)
H (2.519, -0.530, -4.221)
H (4.555, -0.265, -2.787)
H (4.994, 2.315, -2.347)
H (3.417, 3.662, -3.922)
H (1.916, 1.714, -5.289)
N (2.845, -2.455, -6.175)
C (2.300, -2.733, -4.951)
C (1.015, -2.277, -4.807)
C (0.673, -1.787, -6.052)
C (1.808, -1.849, -6.851)
H (3.796, -2.484, -6.513)
H (2.986, -3.167, -4.239)
H (0.375, -2.507, -3.968)
H (-0.309, -1.411, -6.299)
H (1.898, -1.554, -7.886)
N (-0.258, 4.634, -0.885)
C (-0.164, 5.013, -2.154)
C (0.861, 5.946, -2.263)
C (1.584, 5.881, -1.070)
C (0.849, 5.036, -0.220)
H (-0.883, 3.961, -0.465)
H (-0.847, 4.712, -2.935)
H (1.144, 6.575, -3.094)
H (2.440, 6.525, -0.931)
H (1.028, 4.603, 0.753)
N (-2.958, -2.238, 3.155)
C (-2.131, -3.038, 3.852)
C (-0.952, -2.301, 4.172)
C (-1.067, -0.988, 3.620)
C (-2.233, -1.056, 2.919)
H (-3.888, -2.458, 2.826)
H (-2.354, -4.083, 4.012)
H (-0.097, -2.861, 4.521)
H (-0.352, -0.190, 3.489)
H (-2.687, -0.282, 2.318)
N (3.596, -4.377, -0.678)
C (4.617, -4.526, 0.220)
C (5.244, -3.323, 0.338)
C (4.583, -2.426, -0.491)
C (3.581, -3.082, -1.075)
H (3.028, -5.144, -1.008)
H (4.766, -5.533, 0.581)
H (6.078, -3.160, 1.005)
H (4.888, -1.457, -0.858)
H (2.933, -2.803, -1.893)
N (-3.064, -3.334, -1.038)
C (-2.907, -4.398, -1.888)
C (-2.556, -3.776, -3.113)
C (-2.745, -2.446, -3.102)
C (-3.075, -2.128, -1.755)
H (-3.313, -3.408, -0.062)
H (-2.966, -5.424, -1.556)
H (-2.287, -4.360, -3.981)
H (-2.596, -1.800, -3.954)
H (-3.188, -1.171, -1.266)
N (4.399, 1.635, 2.329)
C (4.027, 2.891, 1.894)
C (3.448, 3.424, 3.023)
C (3.106, 2.449, 3.966)
C (3.758, 1.326, 3.531)
H (5.163, 1.171, 1.860)
H (4.459, 3.326, 1.005)
H (3.171, 4.451, 3.212)
H (2.590, 2.460, 4.914)
H (3.979, 0.375, 3.994)

The spin multiplicity is 1. Its LUMO energy is 0.111 eV. The net charge is 0. The total energy is -145399.8081 eV.